# 1
C26H26ClF6IrN5O7S2 | ωB97M-V with the def2-TZVPD basis set

Positions of all 74 atoms, in Å:
Ir1 -0.17230 -0.00690 0.13640
F1 2.70200 -3.12360 0.25300
C1 2.25000 -2.44990 1.29110
F2 0.90900 -2.39180 1.20410
F3 2.58670 -3.05310 2.40600
S1 2.84940 -0.65760 1.25060
O1 1.97120 -0.02650 0.24160
O2 4.21900 -0.63880 0.93230
N1 2.52520 -0.11880 2.68510
S2 1.24000 0.58710 3.22140
O3 0.98770 0.39010 4.58920
O4 0.09300 0.43240 2.31500
C2 1.64650 2.42370 2.96950
F4 2.40920 2.56640 1.87030
F5 0.52750 3.11350 2.72760
F6 2.27820 2.96660 3.98170
C3 2.97330 7.85420 -0.37820
C4 1.58370 7.82500 -1.01080
C5 0.54920 8.31710 0.02030
C6 1.55910 8.80310 -2.18850
C7 1.19210 6.34850 -1.46870
O5 -0.10900 6.29340 -1.97270
C8 2.18040 5.87990 -2.57780
C9 1.72620 4.59410 -3.27900
C10 0.41640 4.66770 -3.97700
C11 0.22840 5.53720 -5.07120
C12 -0.91120 5.48040 -5.83390
C13 -1.92290 4.55760 -5.51070
Cl1 -3.30980 4.44790 -6.48020
C14 -1.76760 3.70980 -4.40100
C15 -0.61140 3.76030 -3.66410
C16 1.25750 5.41560 -0.22670
N2 0.39320 4.26980 -0.26510
C17 0.71830 2.98480 -0.39840
N3 -0.36520 2.24510 -0.19930
C18 -1.34220 3.14520 0.06980
N4 -0.90120 4.36740 0.02570
H1 3.20140 8.87860 -0.09340
H2 3.74890 7.53850 -1.06940
H3 3.03280 7.24660 0.51920
H4 0.66200 9.39080 0.14080
H5 0.70150 7.87870 1.00240
H6 -0.47070 8.11580 -0.29620
H7 1.68940 9.81050 -1.80340
H8 0.61630 8.79520 -2.73160
H9 2.37430 8.63690 -2.88500
H10 -0.30410 7.11250 -2.44690
H11 3.16770 5.71770 -2.15060
H12 2.25340 6.66830 -3.32380
H13 1.73600 3.74560 -2.60010
H14 2.49070 4.41090 -4.04460
H15 1.01170 6.22760 -5.34560
H16 -1.02860 6.11410 -6.69960
H17 -2.53530 2.99770 -4.14330
H18 -0.49390 3.07170 -2.84310
H19 0.92240 5.99220 0.63780
H20 2.27740 5.06860 -0.07160
H21 1.69590 2.58620 -0.58370
H22 -2.35350 2.88850 0.30240
O6 -2.44180 -1.51070 1.63990
C19 -2.91490 -0.88080 0.73910
N5 -2.14290 -0.28550 -0.27380
C20 -2.95720 0.40350 -1.17830
O7 -2.50880 1.03630 -2.10200
C21 -4.35370 0.24170 -0.71630
C22 -5.54520 0.72040 -1.22740
C23 -6.70880 0.38780 -0.53710
C24 -6.67620 -0.37490 0.62050
C25 -5.47490 -0.84930 1.14690
C26 -4.32800 -0.53160 0.45130
H23 -5.57470 1.31420 -2.12590
H24 -7.65900 0.72900 -0.92110
H25 -7.59790 -0.62140 1.12630
H26 -5.44180 -1.44360 2.04440

- HOMO (alpha / beta) (eV) = -13.4 / -13.4
- DFT total energy (eV) = -102481.664
- lowest unoccupied orbital energy (alpha / beta) (eV) = -11.379 / -11.453
- net charge = +2
- energy relative to the best compared isomer or geometry (same formula, charge and spin) (kJ/mol) = 421.6
- spin multiplicity = 2

Mulliken atomic charge list, values in e, 4 entries: 1.8465, -0.1869, 0.6811, -0.2044

---

# 2
CH2Br2O2S | ωB97M-V with the def2-TZVPD basis set

Positions of all 8 atoms, in Å:
C1 -0.03929 0.43557 0.10554
O1 3.07801 1.43096 -0.61337
O2 2.18150 0.05767 -2.44478
S1 2.29692 0.28960 -1.06459
Br1 -0.50003 2.11766 -0.39781
Br2 3.11156 -1.45682 0.00283
H1 0.70900 0.32056 0.81390
H2 -0.78189 -0.45518 0.01189

- HOMO (alpha / beta) (eV) = -9.5 / -9.3
- DFT total energy (eV) = -156081.362
- lowest unoccupied orbital energy (alpha / beta) (eV) = -1.720 / -2.388
- energy relative to the best compared isomer or geometry (same formula, charge and spin) (kJ/mol) = 185.3
- spin multiplicity = 1

natural (NBO) atomic charge list, values in e, 4 entries: -0.4800, -0.8785, -0.8785, 1.7707

---

# 3
C3H13N2O | ωB97M-V with the def2-TZVPD basis set

Positions of all 19 atoms, in Å:
N1 -1.52093 0.55936 0.14423
C1 -0.61599 -0.63668 -0.14796
C2 -0.06527 -1.21817 1.12380
C3 0.52270 -0.26166 -1.21359
N2 1.28916 -1.57015 -1.36850
H1 -1.71682 1.11622 -0.63805
H2 -0.94523 1.14163 0.75669
H3 -2.38694 0.43906 0.71474
H4 -1.19859 -1.35252 -0.83353
H5 0.67513 -0.53116 1.40314
H6 0.59893 -2.14403 1.07797
H7 -0.71409 -1.38116 1.97129
H8 0.10363 -0.15788 -2.23149
H9 0.96764 0.69664 -1.16627
H10 1.25620 -1.87539 -2.31705
H11 2.19089 -1.56596 -1.03805
H12 0.84176 2.68000 0.50065
H13 0.82560 2.71749 1.99553
O1 0.25946 2.49896 1.22511

- HOMO (eV) = -13.5
- DFT total energy (eV) = -8342.363
- lowest unoccupied orbital energy (eV) = -3.218
- net charge = +1
- energy relative to the best compared isomer or geometry (same formula, charge and spin) (kJ/mol) = 156.2
- spin multiplicity = 1

natural (NBO) atomic charge list, values in e, 4 entries: -0.6981, -0.0489, -0.6746, -0.2564

---

# 4
C7H10F3N2O2 | ωB97M-V with the def2-TZVPD basis set

Positions of all 24 atoms, in Å:
O1 -1.66120 -1.97489 -1.14299
N1 -0.68687 -2.01314 -0.35725
C1 0.06274 -1.03632 0.09797
C2 1.30795 -1.33644 0.82269
C3 2.19815 -0.04618 0.83792
N2 2.12050 0.62916 -0.48911
C4 0.88799 1.19498 -0.77920
C5 -0.24057 0.38722 -0.22654
C6 -1.46310 0.98107 -0.17843
O2 -1.64711 2.23967 -0.54581
C7 -2.76286 0.31846 0.31481
F1 -3.48627 1.23090 0.93073
F2 -3.37921 -0.21646 -0.71559
F3 -2.50621 -0.69549 1.23511
H1 -0.35707 -2.96812 -0.04773
H2 1.09496 -1.56950 1.88539
H3 1.79440 -2.17093 0.46673
H4 1.61561 0.54102 1.51137
H5 3.20402 -0.23365 1.16986
H6 2.02596 -0.15008 -1.14230
H7 3.00212 1.19475 -0.86053
H8 0.80958 1.24464 -1.87711
H9 0.63763 2.16041 -0.38423
H10 -2.57114 2.28893 -0.52577

- HOMO (alpha / beta) (eV) = -12.0 / -12.0
- DFT total energy (eV) = -22638.380
- lowest unoccupied orbital energy (alpha / beta) (eV) = -3.694 / -3.694
- net charge = +1
- energy relative to the best compared isomer or geometry (same formula, charge and spin) (kJ/mol) = 103.4
- spin multiplicity = 1

natural (NBO) atomic charge list, values in e, 4 entries: -0.4494, 0.0204, 0.0838, -0.4535